An isolated molecule of C3H5N3S at a distorted geometry. Source: the Open Molecules 2025 dataset; level of theory: ωB97M-V/def2-TZVPD.

Values from the calculation:
HOMO energy (eV): -7.984
Calculated total energy (eV): -18494.3670
SMILES string: [H]/N=c1\cc[nH]n1S
Energy relative to the best compared isomer or geometry (same formula, charge and spin) (kJ/mol): 340.68

Geometry as ORCA input:
```
! wB97M-V def2-TZVPD RIJCOSX def2/J DEFGRID3
* xyz 0 1
S -1.791 -0.896 1.445
N 0.421 0.207 1.279
N -0.433 -0.592 0.500
N -1.115 -0.668 -1.697
C 1.250 0.903 0.398
C 0.750 0.958 -0.897
C -0.360 -0.073 -0.819
H 1.133 -0.145 2.076
H 0.984 1.557 -1.723
H -1.220 -0.291 -2.729
H -1.799 -2.259 1.264
H 2.181 1.299 0.903
*
```

=====

A structure of composition C3H5N3S at a distorted geometry. Source: the Open Molecules 2025 dataset; level of theory: ωB97M-V/def2-TZVPD.

Values from the calculation:
HOMO energy (alpha / beta) (eV): -4.928 / -9.281
Calculated total energy (eV): -18491.7593
Energy relative to the best compared isomer or geometry (same formula, charge and spin) (kJ/mol): 91.90
Expectation value of S²: 2.028

Geometry as ORCA input:
```
! wB97M-V def2-TZVPD RIJCOSX def2/J DEFGRID3
* xyz 0 3
S -1.677 -1.234 0.254
N -2.404 0.315 -0.166
N 2.439 -0.254 0.040
N 0.316 0.675 0.234
C -0.035 -0.643 0.318
C 1.672 0.862 0.140
C 1.742 -1.323 -0.062
H -2.451 0.358 -1.175
H -0.167 1.557 0.115
H 2.023 -2.405 -0.142
H 1.933 1.892 0.161
H -3.393 0.200 0.282
*
```

=====

An isolated molecule of C3H5N3Se at a distorted geometry. Source: the Open Molecules 2025 dataset; level of theory: ωB97M-V/def2-TZVPD.

Values from the calculation:
HOMO energy (eV): -7.871
Calculated total energy (eV): -73003.9694
Energy relative to the best compared isomer or geometry (same formula, charge and spin) (kJ/mol): 351.74

Geometry as ORCA input:
```
! wB97M-V def2-TZVPD RIJCOSX def2/J DEFGRID3
* xyz 0 1
Se -3.287 -0.471 -0.014
N 0.962 1.537 -0.184
N 1.304 2.604 -0.376
N -0.649 -0.273 -0.011
C 0.648 0.318 -0.101
C 1.750 -0.730 0.149
C -1.718 0.476 0.105
H 2.306 -0.501 1.013
H 2.370 -0.727 -0.763
H -4.291 0.627 0.142
H 1.230 -1.630 0.224
H -0.624 -1.229 -0.183
*
```

=====

A cluster of 2 separate species, C3H5N4O2 in total at a distorted geometry. Source: the Open Molecules 2025 dataset; level of theory: ωB97M-V/def2-TZVPD.

Values from the calculation:
HOMO energy (eV): -5.136
Calculated total energy (eV): -13244.2340
Energy relative to the best compared isomer or geometry (same formula, charge and spin) (kJ/mol): 307.43

Geometry as ORCA input:
```
! wB97M-V def2-TZVPD RIJCOSX def2/J DEFGRID3
* xyz -1 1
O -0.468 0.012 -2.139
O -0.708 -1.391 -2.411
N -0.609 -2.021 2.059
N -1.054 -3.272 1.661
N -0.770 -3.472 0.422
N -0.221 -2.427 -0.090
C -0.157 -1.505 0.898
C 0.532 0.774 1.554
C 0.356 -0.154 0.617
H -0.367 -1.780 -1.627
H 0.812 0.191 -0.341
H 0.243 0.637 2.558
H -0.715 -0.084 -1.239
H 0.912 1.672 1.275
*
```

=====

The ion C3H5N4O3 with charge -1 at a distorted geometry. Source: the Open Molecules 2025 dataset; level of theory: ωB97M-V/def2-TZVPD.

Values from the calculation:
HOMO energy (eV): -2.478
Calculated total energy (eV): -15289.5735
SMILES string: [O-]N(O)/N=C1/CCON=N1
Energy relative to the best compared isomer or geometry (same formula, charge and spin) (kJ/mol): 341.09

Geometry as ORCA input:
```
! wB97M-V def2-TZVPD RIJCOSX def2/J DEFGRID3
* xyz -1 1
O 2.141 1.209 0.122
O -3.004 1.055 -0.141
O -3.588 -1.097 0.003
N 0.840 1.888 0.017
N -0.180 1.180 -0.004
N -1.425 -0.782 0.065
N -2.587 -0.374 0.012
C 1.014 -0.941 0.288
C 2.140 -0.108 -0.347
C -0.244 -0.146 0.075
H 2.017 -0.120 -1.445
H -2.432 1.731 0.256
H 1.223 -1.051 1.360
H 0.952 -1.932 -0.162
H 3.131 -0.513 -0.099
*
```

=====

An isolated molecule of C3H5N5 at a distorted geometry. Source: the Open Molecules 2025 dataset; level of theory: ωB97M-V/def2-TZVPD.

Values from the calculation:
HOMO energy (eV): -8.410
Calculated total energy (eV): -10639.1516
SMILES string: N/N=c1/nncc[nH]1
Energy relative to the best compared isomer or geometry (same formula, charge and spin) (kJ/mol): 359.17

Geometry as ORCA input:
```
! wB97M-V def2-TZVPD RIJCOSX def2/J DEFGRID3
* xyz 0 1
N -1.655 0.710 -1.504
N -0.430 -0.101 0.360
N -0.288 0.534 -1.819
N 1.683 -0.242 -0.731
N 2.252 -0.476 0.367
C 0.317 0.120 -0.744
C 1.566 -0.526 1.472
C 0.196 -0.384 1.544
H 2.067 -0.582 2.427
H -1.399 -0.048 0.048
H -2.017 0.043 -2.193
H -1.916 1.615 -1.690
H -0.375 -0.663 2.461
*
```

=====

A cluster of 2 separate species, C3H5N5 in total at a distorted geometry. Source: the Open Molecules 2025 dataset; level of theory: ωB97M-V/def2-TZVPD.

Values from the calculation:
HOMO energy (alpha / beta) (eV): -8.639 / -8.510
Calculated total energy (eV): -10637.6505
Energy relative to the best compared isomer or geometry (same formula, charge and spin) (kJ/mol): 504.00

Geometry as ORCA input:
```
! wB97M-V def2-TZVPD RIJCOSX def2/J DEFGRID3
* xyz 0 1
N 0.246 -0.503 2.106
N 1.677 -0.070 0.007
N -1.203 1.181 -1.398
N 0.401 0.087 -0.279
N 1.369 -0.881 2.036
C -0.151 1.271 -0.625
C -0.498 -0.852 -0.770
C -1.365 -0.184 -1.548
H 0.299 2.252 -0.339
H -2.241 -0.638 -1.978
H -0.172 -1.856 -0.591
H -0.251 -0.638 2.982
H 1.890 0.830 0.397
*
```

=====

The ion C3H5N6 with charge +1 at a distorted geometry. Source: the Open Molecules 2025 dataset; level of theory: ωB97M-V/def2-TZVPD.

Values from the calculation:
HOMO energy (eV): -15.453
Calculated total energy (eV): -12118.9054
SMILES string: N#C[C@@H]1N[NH2+]NN1C#N
Energy relative to the best compared isomer or geometry (same formula, charge and spin) (kJ/mol): 382.64

Geometry as ORCA input:
```
! wB97M-V def2-TZVPD RIJCOSX def2/J DEFGRID3
* xyz 1 1
N 0.929 0.468 0.293
N 3.343 0.415 -0.313
N -0.720 -0.675 -0.915
N -2.138 2.321 0.329
N 0.254 -0.158 1.176
N -0.543 -1.450 0.294
C -1.288 1.650 -0.085
C -0.145 0.878 -0.691
C 2.251 0.446 -0.037
H -1.440 -1.672 0.864
H -1.663 -0.478 -1.231
H 0.085 -2.194 0.010
H 0.294 1.050 -1.639
H 0.781 -0.601 1.944
*
```

=====

Look up the energy relative to the best compared isomer or geometry (same formula, charge and spin) of the seventh one.
504.00 kJ/mol